No. 1
{"formula": "C10H21ClNO2P2PbS", "method": "ωB97M-V/def2-TZVPD", "homo_lumo_gap_ev": 5.1, "e_lumo_ev": -13.638, "total_charge": 3, "elements": ["C", "C", "H", "H", "H", "O", "Cl", "Pb", "P", "C", "C", "H", "H", "H", "H", "H", "H", "C", "H", "H", "H", "P", "C", "C", "H", "H", "H", "C", "H", "H", "H", "H", "H", "H", "C", "O", "S", "C", "N"], "positions_angstrom": [[0.384886, -0.177483, -6.600039], [0.114676, 0.256480, -5.200785], [1.463141, -0.208081, -6.781324], [-0.099673, 0.518717, -7.291692], [-0.058111, -1.165206, -6.760791], [0.929301, 0.547509, -4.336101], [-1.660693, 0.329890, -4.835360], [-0.074964, -0.007127, -0.185283], [-0.226317, 2.335037, -0.254338], [1.043821, 3.359238, 0.538070], [-0.227427, 2.849075, -1.987385], [-0.419019, 3.927445, -2.061522], [-1.898881, 4.026897, 0.194241], [-1.006168, 2.293548, -2.521741], [-2.620518, 2.401630, -0.058048], [2.031332, 3.109785, 0.134665], [0.739773, 2.616594, -2.446270], [-1.798210, 2.954250, 0.409589], [0.834805, 4.421685, 0.352639], [-1.838657, 2.792737, 1.491456], [1.058974, 3.176615, 1.617376], [-0.020249, -2.359749, 0.078109], [1.327446, -3.145528, 1.002993], [-1.538101, -3.011803, 0.830802], [-0.784691, -2.706396, -2.167320], [-0.058392, -4.200502, -1.484233], [0.984155, -2.860214, -2.055723], [0.036883, -3.109648, -1.564938], [-2.401368, -2.602701, 0.294557], [-1.544481, -4.108892, 0.767036], [1.211223, -4.237854, 0.972251], [1.319587, -2.810321, 2.044672], [-1.599970, -2.705795, 1.879448], [2.292464, -2.873190, 0.562218], [1.588603, 0.143170, 1.016100], [2.537251, 0.229510, 1.645210], [-0.025171, 0.000791, 2.154935], [0.002195, -0.000059, 3.873588], [0.000443, -0.000051, 5.002039]], "forces_ev_per_angstrom": [[0.2, 0.0, 0.0], [1.5, 0.5, 1.3], [-0.2, 0.0, 0.1], [0.0, -0.1, 0.1], [0.0, 0.1, 0.0], [-2.1, -0.7, -1.4], [0.5, 0.0, 0.2], [-2.2, -0.4, -5.1], [-1.5, 6.4, -1.6], [1.0, -1.4, 0.7], [0.2, -0.8, -0.3], [0.0, -0.2, 0.3], [0.3, -0.2, -0.1], [0.1, 0.2, -0.1], [-0.1, 0.2, 0.1], [-0.1, 0.2, 0.0], [-0.1, 0.1, -0.1], [-0.3, -1.2, 0.4], [-0.4, -0.3, -0.3], [-0.1, 0.1, -0.1], [0.0, 0.1, -0.1], [-0.9, -6.2, -0.6], [0.9, 1.5, 0.4], [-0.4, 1.2, 0.2], [0.1, -0.2, 0.0], [0.0, 0.2, 0.2], [-0.1, -0.1, 0.0], [0.1, 0.7, -0.4], [0.0, -0.2, 0.1], [0.3, 0.2, -0.2], [-0.4, 0.2, -0.3], [0.0, -0.2, -0.1], [0.0, -0.1, -0.1], [0.0, -0.2, 0.1], [3.5, 0.2, 3.3], [2.1, 0.2, -0.9], [-1.8, -0.1, 5.3], [-0.1, 0.1, -4.2], [0.1, 0.0, 3.0]], "mulliken_charge": [-1.008, 0.722, 0.304, 0.350, 0.352, -0.487, -0.190, 1.486, 0.388, -1.169, -1.135, 0.476, 0.453, 0.345, 0.448, 0.435, 0.450, -1.193, 0.445, 0.408, 0.416, 0.369, -1.147, -1.172, 0.441, 0.445, 0.439, -1.173, 0.449, 0.452, 0.454, 0.413, 0.402, 0.432, 0.196, -0.215, -0.001, 0.074, -0.153]}

---

No. 2
{"formula": "C12H42N2O8", "method": "ωB97M-V/def2-TZVPD", "homo_lumo_gap_ev": 7.8, "e_lumo_ev": -0.059, "elements": ["O", "H", "H", "H", "O", "H", "H", "H", "C", "C", "O", "H", "H", "H", "H", "H", "C", "C", "O", "H", "H", "H", "H", "H", "C", "C", "C", "O", "C", "N", "H", "H", "H", "H", "H", "H", "H", "H", "H", "H", "H", "C", "C", "C", "O", "C", "N", "H", "H", "H", "H", "H", "H", "H", "H", "H", "H", "H", "O", "H", "H", "O", "H", "H"], "positions_angstrom": [[-0.303526, 2.993680, 0.380034], [0.244714, 2.214707, 0.260719], [0.159829, 3.834122, 0.403629], [-0.865701, 2.887900, 1.150989], [-0.044676, -1.107656, 0.763513], [0.431810, -1.560456, 1.463176], [-0.719488, -0.591765, 1.210831], [0.515008, -0.439799, 0.360607], [3.820394, 1.492083, -0.016369], [2.683196, 0.676057, -0.563455], [1.358796, 0.961092, -0.095815], [4.709211, 1.113024, -0.520757], [4.006125, 1.410119, 1.054563], [3.724559, 2.563891, -0.189982], [2.831196, -0.378131, -0.329209], [2.583467, 0.797616, -1.642060], [-1.891079, -1.142864, 3.647582], [-1.967026, 0.362626, 3.339144], [-1.386754, 0.861360, 2.097886], [-2.513775, -1.390260, 4.507322], [-0.909143, -1.600220, 3.768943], [-2.278739, -1.530468, 2.705466], [-1.474238, 0.913908, 4.139990], [-2.996508, 0.697625, 3.465752], [0.626527, -4.119108, 2.952311], [1.900754, -3.288280, 2.588271], [2.350171, -3.564000, 1.103601], [1.359144, -3.434024, 0.135983], [1.717163, -3.898988, -1.187364], [1.467728, -1.887585, 2.792250], [-0.127822, -3.954310, 2.182962], [0.214086, -3.900881, 3.937384], [0.774436, -5.198885, 2.969962], [2.745153, -3.473527, 3.252183], [2.819769, -4.546286, 1.155520], [3.140293, -2.872912, 0.809992], [2.053897, -4.926571, -1.050327], [2.564878, -3.346339, -1.592410], [0.869389, -4.028734, -1.860068], [2.200749, -1.197841, 2.708378], [1.386289, -1.777018, 3.792866], [-0.141305, 2.270142, -3.470303], [-1.491632, 2.197062, -2.768191], [-2.647493, 2.081538, -3.721634], [-2.926150, 3.426741, -4.269107], [-3.792993, 3.473729, -5.390936], [-1.350828, 1.031692, -1.987260], [0.680034, 2.143146, -2.765058], [0.083213, 3.211696, -3.971451], [-0.002986, 1.531947, -4.260274], [-1.565327, 3.053915, -2.098514], [-3.520762, 1.751477, -3.158995], [-2.469289, 1.297852, -4.457973], [-3.863286, 4.511119, -5.718023], [-4.777670, 3.140415, -5.063201], [-3.460293, 2.894349, -6.252171], [-0.971462, 0.402422, -2.680234], [-0.513539, 1.012950, -1.422739], [-3.252139, 0.177332, -0.173292], [-2.702489, 0.416164, -0.919660], [-2.730430, 0.412595, 0.593975], [1.338075, 1.871101, 2.927224], [1.779756, 1.688864, 2.097803], [0.518737, 1.378851, 2.876022]], "forces_ev_per_angstrom": [[-1.8, 2.1, -0.5], [2.8, -2.7, -0.6], [0.5, 0.1, 0.0], [-0.9, -0.9, 1.3], [-1.5, -1.8, -1.6], [1.2, -0.7, 1.6], [-1.9, 2.0, 1.3], [1.9, 2.3, -1.1], [0.3, 0.2, 0.1], [-2.4, 0.2, 0.2], [-0.4, 0.4, 0.8], [0.3, 0.3, 0.0], [-0.3, -0.4, 0.1], [-0.1, 0.0, -0.4], [0.5, -0.3, -0.2], [0.8, -0.2, -0.4], [-0.2, 0.6, -1.4], [1.4, 1.6, -0.1], [-0.2, -1.5, 0.6], [-0.1, -0.1, -0.2], [0.1, 0.5, 0.1], [-0.5, -0.9, 0.2], [0.3, 0.1, 0.5], [-0.4, -0.3, -0.4], [0.7, -0.4, -0.3], [-1.3, 0.0, -0.9], [0.8, 0.4, 1.0], [-1.3, -0.2, -0.8], [0.6, -1.1, 1.5], [0.5, 0.1, 0.4], [-0.1, 0.2, 0.1], [0.1, 0.4, -0.1], [0.5, -0.1, -0.2], [0.1, -0.5, -0.2], [-0.1, -0.5, -0.4], [0.5, 0.3, 0.4], [0.3, -0.3, -0.1], [-0.2, 0.3, -0.2], [-0.2, 0.9, 0.3], [0.7, 0.1, -1.0], [-1.1, -0.2, 0.4], [0.8, 1.6, -1.1], [2.0, 1.4, -0.6], [-1.2, 1.6, 0.2], [1.0, -1.4, 0.0], [-0.1, 0.0, 0.6], [-0.6, -2.6, 0.4], [-0.1, -0.1, 0.2], [-0.3, 0.3, -0.1], [-0.3, -0.4, 0.1], [-0.5, 0.2, -0.2], [-0.2, 0.0, 0.1], [0.2, 0.3, -0.5], [0.0, 0.0, 0.2], [-0.3, -0.1, -0.3], [0.2, -0.3, 0.1], [-0.6, -1.2, -0.2], [0.2, 0.8, 0.8], [-1.1, -0.5, 0.2], [0.5, 0.2, -0.5], [0.4, 0.3, 0.8], [0.7, 0.6, 0.5], [0.0, -0.3, -0.5], [-1.0, -0.4, -0.3]], "nbo_charge": [-0.785, 0.580, 0.541, 0.579, -0.823, 0.528, 0.550, 0.546, -0.638, -0.045, -1.058, 0.210, 0.200, 0.199, 0.133, 0.149, -0.653, -0.053, -1.068, 0.212, 0.187, 0.204, 0.127, 0.147, -0.632, -0.057, -0.066, -0.557, -0.249, -0.859, 0.230, 0.216, 0.215, 0.188, 0.170, 0.163, 0.168, 0.176, 0.209, 0.378, 0.379, -0.632, -0.080, -0.065, -0.551, -0.243, -0.837, 0.208, 0.212, 0.199, 0.193, 0.190, 0.168, 0.190, 0.167, 0.164, 0.346, 0.389, -1.012, 0.481, 0.485, -0.992, 0.475, 0.500]}

---

Ordered E_tot results: -63442.9927, -32480.3304; unit eV.
Ordered highest occupied orbital energy results: -18.8, -7.8; unit eV.
Ordered energy relative to the best compared isomer or geometry (same formula, charge and spin) results: 2.0118, 4.3064; unit eV.